1.
Formula: C13H11NO2S
Source: the Open Molecules 2025 dataset
Level of theory: ωB97M-V/def2-TZVPD

Summary:
relative energy (zero: lowest compared OMol25 entry of this formula, charge and spin): 3.768 eV
SMILES: C=C(Cn1ccccc1=O)C(=O)c1ccsc1
highest occupied orbital energy: -9.02 eV
molecular weight: 245.303 Da
DFT total energy: -30076.8385 eV
LUMO level: 0.088 eV
frontier orbital gap: 9.10 eV

The geometry in ORCA input format:
```
! RIJCOSX wB97M-V def2-TZVPD def2/J DEFGRID3
* xyz 0 1
C -0.16 0.17 -0.21
C -0.35 0.47 1.12
C 0.63 1.17 1.99
N 2.08 0.96 1.69
C 2.69 1.95 0.79
C 3.56 1.59 -0.11
C 4.04 0.14 -0.18
C 3.45 -0.75 0.72
C 2.54 -0.35 1.69
O 2.13 -1.17 2.49
C -1.71 0.08 1.65
O -2.16 0.98 2.36
C -2.63 -0.97 1.26
C -4.07 -0.87 1.26
C -4.73 -1.99 0.84
S -3.67 -3.36 0.56
C -2.30 -2.24 0.83
H -0.96 -0.25 -0.78
H 0.72 0.47 -0.83
H 0.47 2.29 1.99
H 0.25 0.74 3.02
H 2.51 2.99 1.10
H 4.22 2.35 -0.53
H 4.67 -0.19 -1.01
H 3.61 -1.80 0.63
H -4.61 0.06 1.54
H -5.86 -2.07 0.74
H -1.19 -2.57 0.74
*
```

2.
Formula: C13H11P
Source: the Open Molecules 2025 dataset
Level of theory: ωB97M-V/def2-TZVPD

Summary:
relative energy (zero: lowest compared OMol25 entry of this formula, charge and spin): 2.058 eV
highest occupied orbital energy (alpha / beta): -8.88 / -7.42 eV
molecular weight: 198.205 Da
DFT total energy: -22941.6036 eV
LUMO level (alpha / beta): -1.062 / -0.759 eV
frontier orbital gap (alpha / beta): 7.81 / 6.66 eV

The geometry in ORCA input format:
```
! RIJCOSX wB97M-V def2-TZVPD def2/J DEFGRID3
* xyz 0 1
C 2.70 -1.86 0.53
C 2.65 -0.48 0.31
C 1.79 -2.61 1.24
C 1.62 0.19 1.00
C 0.70 -1.90 1.84
C 0.65 -0.49 1.73
C -1.78 0.91 -2.85
C -2.74 0.01 -2.06
C -0.72 1.31 -2.08
C -1.20 1.83 0.30
C -0.99 1.74 1.64
C -2.33 0.02 -0.81
C -0.96 0.76 -0.63
P -0.62 0.42 2.75
H 3.42 -2.50 -0.02
H 3.32 -0.03 -0.35
H 1.86 -3.68 1.17
H 1.39 1.22 1.02
H -0.06 -2.48 2.33
H -2.16 0.97 -3.83
H -3.56 -0.54 -2.49
H 0.25 1.86 -2.43
H -1.58 2.73 -0.18
H -1.35 2.59 2.19
H -0.28 0.01 -0.29
*
```

3.
Formula: C13H12Br2N3O6Pd
Source: the Open Molecules 2025 dataset
Level of theory: ωB97M-V/def2-TZVPD

Summary:
highest occupied orbital energy (alpha / beta): -12.87 / -12.44 eV
molecular weight: 572.482 Da
<S²>: 6.036
DFT total energy: -173984.9769 eV
LUMO level (alpha / beta): -3.369 / -6.731 eV
frontier orbital gap (alpha / beta): 9.50 / 5.71 eV

The geometry in ORCA input format:
```
! RIJCOSX wB97M-V def2-TZVPD def2/J DEFGRID3
* xyz 1 5
Pd -0.24 -0.55 0.18
O -0.07 2.90 -2.14
C 0.34 1.93 -1.55
O 0.03 0.71 -1.59
C 1.55 2.28 -0.48
C 2.45 1.06 -0.25
C 3.72 1.53 0.46
C 3.18 1.87 1.87
C 1.70 1.48 1.74
O 1.77 0.36 0.82
C 1.03 2.56 0.90
C -0.64 2.41 0.95
O -1.20 3.45 0.77
O -1.02 1.23 1.18
H 2.05 3.13 -0.95
H 2.59 0.40 -1.10
H 4.45 0.72 0.50
H 4.18 2.38 -0.04
H 3.66 1.26 2.64
H 3.29 2.92 2.14
H 1.19 1.20 2.66
H 1.18 3.57 1.25
Br -0.34 -2.12 2.35
C 0.48 -3.56 1.33
Br 0.95 -2.87 -0.42
H -0.25 -4.34 1.20
H 1.38 -3.89 1.84
N -3.41 -0.73 -2.33
C -3.08 -1.64 -1.42
O -2.14 -1.50 -0.64
C -3.93 -2.86 -1.36
C -3.53 -3.87 -0.48
N -3.16 -4.67 0.26
C -5.08 -2.99 -2.14
N -6.02 -3.06 -2.81
H -2.86 0.12 -2.40
H -4.20 -0.84 -2.95
*
```

4.
Formula: C13H12BrN3O3S3Ti
Source: the Open Molecules 2025 dataset
Level of theory: ωB97M-V/def2-TZVPD

Summary:
highest occupied orbital energy: -14.74 eV
molecular weight: 482.229 Da
DFT total energy: -149937.6128 eV
LUMO level: -8.355 eV
frontier orbital gap: 6.39 eV

The geometry in ORCA input format:
```
! RIJCOSX wB97M-V def2-TZVPD def2/J DEFGRID3
* xyz 2 1
Ti 0.35 2.28 0.06
S 1.26 5.71 2.44
C 1.00 4.44 1.53
S 2.17 3.17 1.16
S -0.58 4.21 0.67
O -2.53 0.84 -5.13
C -2.05 1.11 -3.94
C -2.82 1.17 -2.76
C -2.20 1.46 -1.58
N -0.86 1.70 -1.50
C -0.17 1.64 -2.65
Br 1.65 2.05 -2.33
C -0.66 1.35 -3.88
H -3.49 0.69 -5.13
H -3.88 0.99 -2.78
H -2.76 1.51 -0.66
H -0.05 1.32 -4.77
O 3.06 -4.14 -0.58
C 2.66 -4.17 0.78
N 1.81 -2.98 0.87
C 1.22 -2.64 2.03
O 1.33 -3.26 3.07
C 0.38 -1.38 2.04
C -0.60 -1.27 3.01
C -1.36 -0.11 3.12
C -1.09 0.93 2.26
N -0.12 0.84 1.32
C 0.61 -0.30 1.22
H 3.64 -4.89 -0.76
H 3.50 -4.07 1.47
H 2.09 -5.06 1.03
H 1.57 -2.56 0.00
H -0.74 -2.10 3.69
H -2.13 -0.01 3.86
H -1.63 1.86 2.32
H 1.41 -0.32 0.49
*
```

5.
Formula: C13H12BrN7OSm
Source: the Open Molecules 2025 dataset
Level of theory: ωB97M-V/def2-TZVPD

Summary:
highest occupied orbital energy (alpha / beta): -18.81 / -18.83 eV
molecular weight: 512.551 Da
<S²>: 8.767
DFT total energy: -114076.4050 eV
LUMO level (alpha / beta): -12.490 / -10.818 eV
frontier orbital gap (alpha / beta): 6.32 / 8.01 eV

The geometry in ORCA input format:
```
! RIJCOSX wB97M-V def2-TZVPD def2/J DEFGRID3
* xyz 3 6
Sm 0.21 0.79 0.03
O 6.22 3.22 0.15
C 5.09 2.55 0.12
C 4.99 1.15 0.05
C 3.76 0.57 0.03
N 2.59 1.29 0.08
C 2.74 2.62 0.14
Br 1.07 3.58 0.21
C 3.91 3.32 0.17
H 7.01 2.66 0.11
H 5.88 0.53 0.01
H 3.66 -0.50 -0.03
H 3.95 4.40 0.22
N -2.79 2.60 -0.43
C -3.11 1.31 -0.21
N -4.37 1.02 -0.03
C -4.68 -0.28 0.13
N -5.92 -0.63 0.33
N -3.74 -1.29 0.07
C -2.52 -0.92 -0.06
N -2.08 0.39 -0.17
C -1.47 -1.97 -0.05
C -1.79 -3.31 -0.08
C -0.77 -4.26 -0.07
C 0.55 -3.83 -0.01
C 0.80 -2.47 0.03
N -0.18 -1.55 0.01
H -3.56 3.25 -0.46
H -1.99 2.86 -1.00
H -6.64 0.07 0.38
H -6.17 -1.60 0.44
H -2.83 -3.61 -0.13
H -1.01 -5.31 -0.10
H 1.37 -4.53 0.01
H 1.82 -2.11 0.09
*
```

6.
Formula: C13H12F3N5Sc
Source: the Open Molecules 2025 dataset
Level of theory: ωB97M-V/def2-TZVPD

Summary:
relative energy (zero: lowest compared OMol25 entry of this formula, charge and spin): 0.116 eV
highest occupied orbital energy: -11.89 eV
molecular weight: 340.224 Da
DFT total energy: -49972.7815 eV
LUMO level: -4.703 eV
frontier orbital gap: 7.19 eV

The geometry in ORCA input format:
```
! RIJCOSX wB97M-V def2-TZVPD def2/J DEFGRID3
* xyz 1 1
Sc 2.17 -0.43 -0.49
N 4.43 0.11 -0.11
C 4.80 1.46 -0.62
C 3.66 2.42 -0.30
N 2.40 1.87 -0.86
H 4.70 0.03 0.87
H 4.99 -0.60 -0.58
H 4.93 1.39 -1.70
H 5.73 1.82 -0.18
H 3.88 3.41 -0.69
H 3.54 2.50 0.78
H 2.32 2.13 -1.84
H 1.59 2.29 -0.41
F -7.00 0.31 2.31
C -6.67 0.39 1.02
F -7.32 -0.60 0.38
F -7.16 1.55 0.54
C -5.19 0.29 0.79
C -4.71 0.35 -0.51
C -3.36 0.26 -0.75
C -2.47 0.11 0.31
C -2.95 0.04 1.62
C -4.32 0.13 1.86
C -1.06 0.00 0.07
C 0.13 -0.09 -0.16
H -5.41 0.47 -1.33
H -2.98 0.31 -1.76
H -2.26 -0.08 2.44
H -4.70 0.08 2.87
N 5.24 -6.00 -0.87
C 4.27 -5.39 -0.78
N 3.12 -4.72 -0.67
C 2.96 -3.51 -0.64
N 2.69 -2.34 -0.60
*
```

7.
Formula: C13H12FeO5P
Source: the Open Molecules 2025 dataset
Level of theory: ωB97M-V/def2-TZVPD

Summary:
relative energy (zero: lowest compared OMol25 entry of this formula, charge and spin): 0.000 eV
highest occupied orbital energy (alpha / beta): -11.71 / -12.28 eV
molecular weight: 335.053 Da
<S²>: 6.108
DFT total energy: -67577.4375 eV
LUMO level (alpha / beta): -4.149 / -6.704 eV
frontier orbital gap (alpha / beta): 7.57 / 5.58 eV

The geometry in ORCA input format:
```
! RIJCOSX wB97M-V def2-TZVPD def2/J DEFGRID3
* xyz 1 5
O 0.12 -0.69 -3.92
C 0.35 -0.44 -2.84
Fe -0.32 0.16 -0.45
C -1.35 -0.07 1.10
O -2.10 -0.32 1.96
C 1.61 -0.01 -0.11
O 2.24 -0.16 0.94
C -0.20 1.92 -0.91
O -0.20 2.90 -1.54
C -0.09 -1.64 -0.16
O 0.09 -2.66 0.38
H 2.43 0.22 -0.88
C -0.90 3.58 1.78
P 0.23 2.12 1.88
C 1.83 3.07 1.91
C 0.01 1.58 3.65
C -1.07 2.02 4.43
C -1.22 1.58 5.76
C -0.32 0.67 6.32
C 0.79 0.27 5.56
C 0.94 0.69 4.23
H -0.73 4.08 0.83
H -0.71 4.27 2.61
H -1.94 3.22 1.82
H 1.72 3.82 2.69
H 2.06 3.56 0.96
H 2.64 2.37 2.15
H -1.79 2.73 4.03
H -2.05 1.98 6.37
H -0.47 0.30 7.34
H 1.54 -0.37 6.03
H 1.79 0.34 3.66
*
```

8.
Formula: C13H12N3Pd
Source: the Open Molecules 2025 dataset
Level of theory: ωB97M-V/def2-TZVPD

Summary:
highest occupied orbital energy (alpha / beta): -20.17 / -20.05 eV
molecular weight: 316.680 Da
DFT total energy: -21588.0145 eV
LUMO level (alpha / beta): -16.103 / -16.161 eV
frontier orbital gap (alpha / beta): 4.06 / 3.89 eV

The geometry in ORCA input format:
```
! RIJCOSX wB97M-V def2-TZVPD def2/J DEFGRID3
* xyz 3 1
Pd 0.44 0.07 0.24
C -2.67 -0.86 -1.25
C -1.30 -0.38 -1.44
C -0.21 -1.36 -1.52
C 1.09 -0.99 -1.76
C 2.20 -2.00 -1.89
C 1.33 0.44 -1.74
C 0.27 1.44 -1.78
C 0.61 2.89 -1.94
C -1.01 1.01 -1.58
H -2.87 -1.02 -0.18
H -2.81 -1.83 -1.74
H -3.40 -0.14 -1.62
H -0.44 -2.41 -1.41
H 2.56 -2.31 -0.91
H 3.03 -1.58 -2.45
H 1.83 -2.88 -2.41
H 2.36 0.79 -1.78
H 0.81 3.34 -0.96
H -0.22 3.43 -2.38
H 1.50 3.02 -2.55
H -1.81 1.74 -1.53
N 0.01 -0.02 2.40
C -0.09 -0.04 3.55
C -0.20 -0.06 4.97
C 0.96 0.12 5.73
N 1.93 0.27 6.35
C -1.44 -0.26 5.56
N -2.48 -0.43 6.04
*
```

Question: Which formula does entry 7 have?
Answer: C13H12FeO5P